No. 1
Formula: C46H44FN4PV
Source: the OMol25 dataset
Level of theory: ωB97M-V with the def2-TZVPD basis set

The expectation value of S² is 2.03. Its spin multiplicity is 3. The charge is +1.

Last column: Mulliken spin population.
Cartesian coordinates (Å):
1 V -0.6152 0.6228 -0.5309  1.86
2 C 2.3015 1.9400 0.4314  0.04
3 C 1.6627 2.2434 1.7864  -0.02
4 C 0.1661 2.3561 1.8976  0.06
5 C -0.4054 3.3195 2.7093  -0.01
6 C -1.7665 3.2986 2.9812  0.01
7 C -2.5376 2.2748 2.4673  -0.02
8 C -1.9159 1.3552 1.6542  0.05
9 N -0.6065 1.4053 1.3190  -0.10
10 N 2.3077 0.4878 0.1329  0.03
11 C 2.8180 0.2234 -1.2115  -0.01
12 C 1.8098 0.0167 -2.3153  0.07
13 C 2.2696 -0.1490 -3.6108  -0.01
14 C 1.3896 -0.4733 -4.6264  0.02
15 C 0.0549 -0.6875 -4.3147  -0.01
16 C -0.3265 -0.5273 -3.0110  0.14
17 N 0.5158 -0.1270 -2.0197  -0.16
18 C 3.1071 -0.2533 1.1325  0.02
19 C 2.4023 -1.2647 2.0365  -0.01
20 C 3.1977 -2.1879 2.7104  0.00
21 C 2.6022 -3.1144 3.5480  0.00
22 C 1.2215 -3.0938 3.6902  0.00
23 C 0.5117 -2.1373 2.9917  0.01
24 N 1.0793 -1.2296 2.1744  0.01
25 H 3.3255 2.3231 0.4483  0.00
26 H 1.7852 2.4583 -0.3645  -0.01
27 H 2.0934 3.1551 2.1921  0.00
28 H 1.9274 1.4422 2.4819  0.00
29 H 0.2343 4.0844 3.1375  0.00
30 H -2.2109 4.0626 3.6117  0.00
31 H -3.5922 2.1701 2.6899  0.00
32 H -2.4817 0.5250 1.2650  0.02
33 H 3.3670 -0.7153 -1.1910  0.00
34 H 3.5376 0.9865 -1.5328  0.00
35 H 3.3285 -0.0177 -3.8057  0.00
36 H 1.7448 -0.5843 -5.6477  0.00
37 H -0.6745 -0.9981 -5.0515  0.00
38 H -1.3393 -0.7402 -2.7280  -0.01
39 H 3.6239 0.4559 1.7852  0.00
40 H 3.9051 -0.7810 0.6167  0.00
41 H 4.2766 -2.1790 2.5682  0.00
42 H 3.2058 -3.8437 4.0813  0.00
43 H 0.7016 -3.8015 4.3278  0.00
44 H -0.5694 -2.0960 3.0863  0.00
45 C -2.2726 -1.4358 3.1847  0.00
46 C -1.9709 -2.8625 2.7993  0.01
47 C -2.0670 -3.8436 3.7825  0.00
48 C -1.8241 -5.1817 3.5018  0.00
49 C -1.4791 -5.5540 2.2145  0.00
50 C -1.3812 -4.5863 1.2154  0.00
51 C -1.6251 -3.2381 1.4843  0.02
52 P -1.5532 -1.9677 0.1353  0.08
53 C -0.9698 -2.9348 -1.3203  -0.03
54 C -1.8647 -3.3964 -2.2851  0.00
55 C -1.4192 -4.0721 -3.4171  0.00
56 C -0.0597 -4.2989 -3.5904  0.00
57 C 0.8393 -3.8522 -2.6282  0.00
58 C 0.4110 -3.1713 -1.4872  -0.01
59 C 1.4405 -2.7476 -0.4576  0.01
60 C -3.3243 -1.6435 -0.2077  -0.02
61 C -4.3224 -2.5788 0.1035  0.00
62 C -5.6512 -2.3171 -0.1752  0.00
63 C -6.0011 -1.1041 -0.7715  0.00
64 C -5.0206 -0.1794 -1.0749  0.00
65 C -3.6646 -0.4218 -0.8061  -0.04
66 C -2.6384 0.6551 -1.1637  -0.01
67 H -2.3500 -1.3341 4.2684  0.00
68 H -3.2231 -1.1004 2.7469  0.00
69 H -1.4891 -0.7589 2.8440  0.02
70 H -2.3353 -3.5459 4.7951  0.00
71 H -1.9025 -5.9257 4.2893  0.00
72 H -1.2923 -6.5959 1.9754  0.00
73 H -1.1164 -4.9022 0.2139  0.00
74 H -2.9262 -3.2139 -2.1649  0.00
75 H -2.1351 -4.4213 -4.1560  0.00
76 H 0.3011 -4.8287 -4.4681  0.00
77 H 1.9062 -4.0361 -2.7610  0.00
78 H 2.4474 -2.7717 -0.8825  0.00
79 H 1.4354 -3.4235 0.4082  0.00
80 H 1.2550 -1.7492 -0.0636  0.03
81 H -4.0546 -3.5211 0.5729  0.00
82 H -6.4120 -3.0506 0.0691  0.00
83 H -7.0410 -0.8842 -0.9924  0.00
84 H -5.2960 0.7666 -1.5327  0.00
85 H -3.0286 1.6164 -0.8256  0.01
86 H -2.5932 0.7756 -2.2513  0.00
87 F -0.4203 6.5078 -2.7953  0.00
88 C -0.4579 5.2436 -2.3379  0.01
89 C 0.3197 4.2904 -2.9458  -0.01
90 C 0.2718 2.9857 -2.4491  0.00
91 C -0.5258 2.5783 -1.3586  -0.05
92 C -1.3042 3.6175 -0.8143  0.00
93 C -1.2822 4.9318 -1.2761  -0.01
94 H 0.9478 4.5624 -3.7928  0.00
95 H 0.8924 2.2679 -2.9786  0.01
96 H -1.9754 3.4174 0.0153  0.00
97 H -1.9011 5.7051 -0.8288  0.00

No. 2
Formula: C46H44HfN2P2S3
Source: the OMol25 dataset
Level of theory: ωB97M-V with the def2-TZVPD basis set

The expectation value of S² is 0.75. Its spin multiplicity is 2. The charge is +1.

Last column: Mulliken spin population.
Cartesian coordinates (Å):
1 Hf 0.9042 0.5616 -0.5494  0.00
2 S 1.8749 -2.1239 1.6086  0.00
3 P 0.0552 -1.0414 2.0471  0.01
4 C -0.7345 -0.2812 0.7293  0.00
5 P -1.1939 -1.4809 -0.4864  -0.01
6 S 0.1593 -1.4361 -2.0090  0.00
7 C -2.8565 -1.0535 -1.0536  0.01
8 C -3.3569 -1.6166 -2.2248  0.00
9 C -4.6908 -1.4434 -2.5543  0.00
10 C -5.5250 -0.7165 -1.7141  0.00
11 C -5.0223 -0.1411 -0.5561  0.00
12 C -3.6848 -0.3060 -0.2238  0.00
13 C -1.3651 -3.2257 -0.0048  0.00
14 C -2.5709 -3.6873 0.5220  0.00
15 C -2.6979 -5.0184 0.8824  0.00
16 C -1.6306 -5.8915 0.7198  0.00
17 C -0.4305 -5.4329 0.1981  0.00
18 C -0.2950 -4.1022 -0.1681  0.00
19 C -0.9703 -2.2379 2.9455  0.00
20 C -0.5506 -3.5104 3.3128  0.00
21 C -1.4231 -4.3499 3.9917  0.00
22 C -2.7017 -3.9196 4.3100  0.00
23 C -3.1179 -2.6430 3.9525  0.00
24 C -2.2572 -1.8041 3.2661  0.00
25 C 0.4792 0.1982 3.2938  0.00
26 C 0.8237 -0.2290 4.5740  0.00
27 C 1.0766 0.7017 5.5680  0.00
28 C 0.9819 2.0579 5.2908  0.00
29 C 0.6397 2.4870 4.0162  0.00
30 C 0.3839 1.5576 3.0215  0.00
31 H -2.6986 -2.1912 -2.8669  0.00
32 H -5.0843 -1.8800 -3.4630  0.00
33 H -6.5709 -0.5967 -1.9653  0.00
34 H -5.6706 0.4357 0.0910  0.00
35 H -3.2734 0.1391 0.6741  0.00
36 H -3.4038 -3.0094 0.6554  0.00
37 H -3.6366 -5.3748 1.2861  0.00
38 H -1.7373 -6.9329 0.9941  0.00
39 H 0.4019 -6.1119 0.0664  0.00
40 H 0.6358 -3.7491 -0.5919  0.00
41 H 0.4487 -3.8476 3.0722  0.00
42 H -1.1001 -5.3448 4.2693  0.00
43 H -3.3776 -4.5788 4.8389  0.00
44 H -4.1141 -2.3042 4.2056  0.00
45 H -2.5726 -0.8075 2.9793  0.00
46 H 0.9058 -1.2886 4.7823  0.00
47 H 1.3447 0.3682 6.5616  0.00
48 H 1.1619 2.7841 6.0724  0.00
49 H 0.5615 3.5456 3.8032  0.00
50 H 0.0761 1.8900 2.0378  0.00
51 C -1.8208 3.1617 -0.3891  0.00
52 C -2.0947 2.4870 -1.7083  0.01
53 C -3.3880 2.4190 -2.2031  0.00
54 C -3.6454 1.8309 -3.4299  0.01
55 C -2.6030 1.3083 -4.1731  0.00
56 C -1.2895 1.3628 -3.7214  0.00
57 C -0.2083 0.7798 -4.5939  0.01
58 C -1.0432 1.9624 -2.4760  -0.04
59 N 0.2802 2.0361 -1.9411  0.20
60 C 1.2802 2.6205 -2.6420  0.34
61 C 1.0342 3.6304 -3.7166  0.00
62 C 2.5939 2.2528 -2.2536  0.27
63 C 3.8105 3.0372 -2.6204  0.00
64 N 2.6441 1.1347 -1.5149  0.16
65 C 3.6147 0.8705 -0.4779  -0.03
66 C 4.8646 0.1861 -0.7936  0.02
67 C 4.9481 -0.5296 -2.1099  0.01
68 C 5.8703 0.2080 0.1021  0.00
69 C 5.8332 1.0669 1.2586  0.00
70 C 4.7931 1.8784 1.5171  0.00
71 C 3.5418 1.8296 0.7484  -0.05
72 C 2.7763 3.1403 0.6962  0.04
73 H -2.7565 3.4259 0.1006  0.00
74 H -1.2378 4.0751 -0.5275  0.00
75 H -1.2683 2.5064 0.2891  0.01
76 H -4.1992 2.8335 -1.6173  0.00
77 H -4.6596 1.7788 -3.8037  0.00
78 H -2.8041 0.8424 -5.1308  0.00
79 H -0.5050 -0.2096 -4.9412  0.00
80 H 0.7446 0.6738 -4.0797  0.00
81 H -0.0552 1.4054 -5.4763  0.00
82 H -0.0299 3.8103 -3.8481  0.01
83 H 1.4550 3.3011 -4.6684  0.01
84 H 1.5190 4.5740 -3.4568  0.01
85 H 3.6369 4.1103 -2.5397  0.00
86 H 4.1019 2.8275 -3.6535  0.01
87 H 4.6423 2.7613 -1.9722  0.00
88 H 4.0378 -1.0982 -2.3100  0.00
89 H 5.8016 -1.2047 -2.1231  0.00
90 H 5.0717 0.1852 -2.9283  0.00
91 H 6.7728 -0.3592 -0.0891  0.00
92 H 6.7152 1.1165 1.8844  0.00
93 H 4.8711 2.6298 2.2945  0.00
94 H 2.5622 3.4631 1.7161  0.00
95 H 1.8176 3.0587 0.1722  -0.02
96 H 3.3606 3.9258 0.2116  0.00
97 S 3.2743 -0.6667 1.9675  0.00
98 C 2.7390 0.5430 0.7641  0.05

No. 3
Formula: C46H45AsN8OPSeW
Source: the OMol25 dataset
Level of theory: ωB97M-V with the def2-TZVPD basis set

The expectation value of S² is 2.02. Its spin multiplicity is 3. The charge is +3.

Last column: Mulliken spin population.
Cartesian coordinates (Å):
1 W -0.5465 1.1855 -0.3176  1.66
2 O -0.7272 0.0451 -1.8012  -0.03
3 C -1.7737 -0.3720 -2.5697  0.01
4 C -1.4924 -0.8566 -3.8375  -0.01
5 C -2.5221 -1.3412 -4.6218  0.00
6 C -3.8260 -1.3575 -4.1346  -0.01
7 C -4.0974 -0.8819 -2.8700  0.01
8 C -3.0771 -0.3674 -2.0597  0.00
9 C -3.3528 0.1033 -0.7164  0.08
10 N -2.4814 0.6601 0.1528  0.08
11 C -3.1706 0.9267 1.3334  0.03
12 C -4.4484 0.5286 1.1750  0.00
13 N -4.5391 0.0196 -0.0997  0.02
14 H -0.4670 -0.8523 -4.1832  0.00
15 H -2.3118 -1.7157 -5.6147  0.00
16 H -4.6290 -1.7459 -4.7455  0.00
17 H -5.1223 -0.9129 -2.5229  0.00
18 H -2.6926 1.3670 2.1889  0.00
19 H -5.2920 0.5560 1.8429  0.00
20 H -5.3745 -0.3755 -0.5039  0.00
21 C 0.0473 -2.2590 0.1927  0.02
22 C 0.6337 -3.5050 0.8351  0.00
23 As 0.0422 -5.1957 -0.0469  0.00
24 C -1.8152 -4.6881 -0.3948  0.00
25 C -2.5645 -4.0276 0.5775  0.00
26 C -3.9118 -3.7560 0.3762  0.00
27 C -4.5357 -4.1628 -0.7959  0.00
28 C -3.8092 -4.8574 -1.7534  0.00
29 C -2.4617 -5.1264 -1.5496  0.00
30 C 0.8936 -4.7250 -1.7474  0.00
31 C 2.1835 -5.2297 -1.9149  0.00
32 C 2.9239 -4.9316 -3.0507  0.00
33 C 2.3752 -4.1315 -4.0449  0.00
34 C 1.0927 -3.6239 -3.8875  0.00
35 C 0.3561 -3.9162 -2.7452  0.00
36 P 0.8655 -0.6938 0.6313  0.00
37 C 2.4267 -0.5144 -0.2520  -0.01
38 C 2.6581 -1.2068 -1.4445  0.01
39 C 3.8267 -0.9726 -2.1566  0.00
40 C 4.7619 -0.0589 -1.6919  0.00
41 C 4.5372 0.6264 -0.5037  0.00
42 C 3.3753 0.4018 0.2126  -0.01
43 C 1.1742 -0.6668 2.4038  -0.04
44 C 2.3976 -1.0919 2.9243  -0.01
45 C 2.5786 -1.1588 4.2984  0.00
46 C 1.5416 -0.8186 5.1567  0.00
47 C 0.3147 -0.4134 4.6448  0.00
48 C 0.1326 -0.3350 3.2726  0.02
49 H -1.0002 -2.1356 0.4786  0.02
50 H 0.0499 -2.3163 -0.8995  -0.01
51 H 0.3931 -3.5472 1.8984  0.00
52 H 1.7223 -3.5323 0.7430  0.00
53 H -2.1112 -3.7497 1.5243  0.00
54 H -4.4855 -3.2748 1.1599  0.00
55 H -5.5953 -3.9908 -0.9384  0.00
56 H -4.2986 -5.2235 -2.6471  0.00
57 H -1.9230 -5.7015 -2.2931  0.00
58 H 2.6108 -5.8860 -1.1639  0.00
59 H 3.9164 -5.3469 -3.1702  0.00
60 H 2.9348 -3.9247 -4.9485  0.00
61 H 0.6555 -3.0258 -4.6790  0.00
62 H -0.6517 -3.5325 -2.6461  0.00
63 H 1.9579 -1.9428 -1.8224  0.00
64 H 4.0068 -1.5215 -3.0704  0.00
65 H 5.6742 0.1123 -2.2477  0.00
66 H 5.2760 1.3247 -0.1317  0.00
67 H 3.2191 0.9128 1.1559  0.00
68 H 3.2084 -1.3711 2.2636  0.00
69 H 3.5273 -1.4916 4.6981  0.00
70 H 1.6848 -0.8837 6.2274  0.00
71 H -0.5017 -0.1803 5.3163  0.00
72 H -0.8390 -0.0559 2.8778  -0.02
73 C 2.8343 2.8668 4.4633  0.00
74 C 3.2885 4.0901 3.6720  0.00
75 C 4.3963 3.7602 2.6778  0.00
76 C 2.1107 4.8014 2.9975  0.00
77 N 1.2999 3.8637 2.1825  0.03
78 C 0.2403 3.1342 2.5602  0.03
79 N -0.1262 2.4103 1.5285  0.01
80 N 0.7649 2.6886 0.5611  0.03
81 N 1.6326 3.5420 0.9370  0.01
82 H 3.6654 2.4751 5.0481  0.00
83 H 2.5021 2.0523 3.8069  0.00
84 H 2.0302 3.1037 5.1651  0.00
85 H 3.6716 4.8319 4.3781  0.00
86 H 4.0472 3.0785 1.8971  0.00
87 H 5.2272 3.2768 3.1907  0.00
88 H 4.7790 4.6581 2.1922  0.00
89 H 2.4335 5.5859 2.3163  0.00
90 H 1.4187 5.2232 3.7251  0.00
91 H -0.2263 3.1788 3.5306  0.00
92 Se -0.6791 2.8379 -3.3104  0.02
93 N -1.2443 2.8847 -1.5780  -0.01
94 C -1.6644 4.1217 -1.3129  -0.03
95 C -2.2123 4.5821 -0.0880  0.02
96 C -2.6037 5.8842 -0.0114  0.01
97 C -2.4739 6.7965 -1.1087  -0.01
98 C -1.9673 6.3946 -2.2969  0.01
99 C -1.5484 5.0346 -2.4313  -0.01
100 N -1.0460 4.5310 -3.5412  0.03
101 H -2.3572 3.8981 0.7385  0.00
102 H -3.0461 6.2535 0.9052  0.00
103 H -2.8051 7.8166 -0.9719  0.00
104 H -1.8703 7.0533 -3.1489  0.00

No. 4
Formula: C46H45BF4N14S4Sr
Source: the OMol25 dataset
Level of theory: ωB97M-V with the def2-TZVPD basis set

Its spin multiplicity is 1. The charge is 0.

Last column: Mulliken charge in e.
Cartesian coordinates (Å):
1 Sr -0.7959 -0.2836 1.3479  1.87
2 C 0.4025 0.4902 -2.8795  -0.97
3 C 0.8735 1.9448 -2.9794  1.40
4 C -0.1850 2.8290 -3.6386  -1.78
5 C 2.1357 1.9724 -3.8312  -2.31
6 N 1.1909 2.4980 -1.6251  0.68
7 C 2.3889 3.1032 -1.2746  -0.22
8 C 2.2380 3.5848 -0.0273  -1.66
9 N 0.9617 3.2835 0.4037  0.37
10 B 0.4812 3.8699 1.7687  0.81
11 N 1.0582 3.1595 3.0191  0.16
12 C 1.0126 3.8408 4.2159  -1.52
13 C 1.3870 3.0015 5.1941  -0.07
14 N 1.6768 1.7825 4.6008  0.44
15 C 1.4739 1.8971 3.2595  -0.07
16 S 1.8045 0.7070 2.0736  -0.19
17 C 2.0793 0.5575 5.3521  1.34
18 C 2.0082 0.8538 6.8496  -2.23
19 C 3.5158 0.1875 4.9870  -1.60
20 C 1.1070 -0.5885 5.0521  -1.37
21 N -1.0688 3.9973 1.8209  -0.14
22 C -1.6383 5.0228 1.0979  -1.32
23 C -2.9691 4.8857 1.1548  -0.36
24 N -3.2386 3.7568 1.9171  0.67
25 C -2.0535 3.2252 2.3340  0.23
26 S -1.8136 1.8643 3.3450  -0.42
27 C -4.6588 3.4154 2.2251  1.46
28 C -5.4473 3.4957 0.9089  -1.82
29 C -5.1809 4.4449 3.2290  -1.77
30 C -4.8578 2.0165 2.7968  -1.76
31 C 0.3308 2.6167 -0.5829  -0.59
32 S -1.2618 1.9901 -0.5558  0.29
33 H 0.5040 0.0206 -3.8595  0.55
34 H -0.6342 0.4196 -2.5595  -0.01
35 H 1.0153 -0.0594 -2.1673  -0.03
36 H -0.4541 2.4069 -4.6085  0.45
37 H 0.2008 3.8380 -3.7947  0.38
38 H -1.0813 2.8795 -3.0231  0.27
39 H 1.8874 1.5767 -4.8152  0.53
40 H 2.9124 1.3484 -3.4038  0.44
41 H 2.5217 2.9821 -3.9707  0.47
42 H 3.2528 3.1253 -1.9086  0.60
43 H 2.9389 4.0985 0.6057  0.61
44 H 0.9030 5.0017 1.8062  -0.21
45 H 0.7049 4.8698 4.2663  0.57
46 H 1.4718 3.1781 6.2473  0.55
47 H 2.7185 1.6261 7.1466  0.49
48 H 2.2677 -0.0571 7.3867  0.47
49 H 1.0031 1.1501 7.1532  0.47
50 H 4.1992 0.9872 5.2776  0.39
51 H 3.6115 0.0131 3.9178  0.31
52 H 3.8020 -0.7228 5.5162  0.45
53 H 0.0759 -0.2305 5.1031  0.27
54 H 1.2362 -1.3722 5.7997  0.47
55 H 1.2915 -1.0177 4.0710  0.26
56 H -1.0337 5.7545 0.5924  0.62
57 H -3.7404 5.4837 0.7109  0.57
58 H -5.6141 4.5210 0.5815  0.41
59 H -6.4241 3.0333 1.0490  0.51
60 H -4.9168 2.9615 0.1184  0.39
61 H -5.0191 5.4621 2.8709  0.36
62 H -4.6715 4.3303 4.1867  0.37
63 H -6.2509 4.3003 3.3839  0.45
64 H -4.5144 1.2462 2.1059  0.04
65 H -5.9298 1.8867 2.9555  0.58
66 H -4.3427 1.8766 3.7403  0.47
67 S -1.0717 -2.9580 2.4472  -0.22
68 C -1.5692 -3.6068 0.9799  0.00
69 N -1.2462 -4.8872 0.7299  -0.71
70 N -1.5578 -5.3932 -0.4102  0.60
71 C -1.1423 -6.6764 -0.7953  0.45
72 C -1.6166 -7.1690 -2.0053  -0.36
73 C -1.2033 -8.4164 -2.4357  -0.71
74 C -0.3254 -9.1626 -1.6618  -0.45
75 C 0.1392 -8.6579 -0.4531  -0.60
76 C -0.2629 -7.4125 -0.0099  -0.10
77 N -2.2593 -2.9682 -0.0713  -0.36
78 N -2.4681 -1.7451 -0.0226  -0.12
79 C -3.0857 -1.2130 -1.1851  0.50
80 C -3.8434 -0.0604 -1.0151  -0.04
81 C -4.4446 0.5332 -2.1107  -0.65
82 C -4.2642 -0.0090 -3.3752  -0.59
83 C -3.4820 -1.1465 -3.5454  -0.78
84 C -2.8906 -1.7542 -2.4537  -0.22
85 H -2.0345 -4.8015 -1.0899  0.29
86 H -2.2983 -6.5759 -2.6037  0.38
87 H -1.5625 -8.8038 -3.3792  0.37
88 H 0.0050 -10.1334 -2.0052  0.38
89 H 0.8352 -9.2336 0.1417  0.37
90 H 0.1039 -6.9929 0.9153  0.47
91 H -3.9581 0.3565 -0.0209  0.46
92 H -5.0351 1.4303 -1.9819  0.43
93 H -4.7174 0.4677 -4.2343  0.41
94 H -3.3200 -1.5495 -4.5362  0.40
95 H -2.2370 -2.6071 -2.5774  0.37
96 F 3.2187 -0.5132 -1.0722  -0.25
97 C 3.7132 -1.1579 -2.1368  0.94
98 C 4.7428 -0.5745 -2.8177  -0.15
99 F 5.1951 0.6006 -2.3743  -0.39
100 C 5.3323 -1.1568 -3.9674  0.41
101 C 4.7823 -2.4150 -4.3181  0.30
102 C 3.7609 -2.9990 -3.6271  -0.16
103 F 3.2962 -4.1727 -4.0669  -0.35
104 C 3.1563 -2.4041 -2.4989  0.55
105 C 2.0633 -2.9982 -1.8073  0.70
106 C 1.2591 -2.3239 -0.8748  -0.88
107 N 0.5092 -1.7699 -0.1851  -0.04
108 C 1.5921 -4.3209 -2.0362  -0.44
109 N 1.1698 -5.3918 -2.1207  -0.48
110 F 5.2563 -3.0575 -5.3839  -0.33
111 C 6.3559 -0.5277 -4.7081  0.70
112 C 6.8708 0.7589 -4.3865  0.08
113 N 7.2985 1.8107 -4.1904  -0.60
114 C 6.9465 -1.0949 -5.8708  -0.07
115 N 7.4457 -1.4864 -6.8325  -0.57

Respective ΔE to the lowest compared entry with this formula, charge and spin values: 2.329, 2.140, 0.223, 0.000 eV.
Respective E_tot values: -3383.30077, -3813.96225, -7337.95530, -4594.39517 a.u..